{
  "formula": "C4H5NO",
  "method": "wB97M-V/def2-TZVPD",
  "de_lowest_ev": 5.637,
  "total_charge": 0,
  "gap_ev": 8.012,
  "mol_weight_g_mol": 83.1,
  "e_homo_ha": -0.3270,
  "e_lumo_ev": -0.887,
  "symbols": ["C", "C", "C", "O", "C", "N", "H", "H", "H", "H", "H"],
  "positions_angstrom": [[-1.5400, -0.5486, 0.2677], [-0.3726, 0.2643, 0.0269], [0.9321, -0.4196, 0.1197], [1.5428, 0.2614, -1.0183], [1.2765, 1.5436, -0.7769], [1.3245, 2.6874, -0.5759], [-2.0796, -0.6336, -0.6911], [-1.3319, -1.5361, 0.6823], [-2.1850, 0.0513, 0.9165], [1.5082, -0.1504, 1.0152], [0.9252, -1.5196, 0.0338]],
  "forces_ev_per_angstrom": [[-0.092, -0.267, 0.383], [-0.559, -0.447, 0.545], [-0.349, 0.142, 0.118], [0.492, 0.458, 0.088], [1.180, 1.002, -0.452], [-0.021, -0.999, -0.379], [0.058, 0.111, 0.211], [-0.333, -0.246, 0.049], [-0.291, -0.123, -0.071], [-0.345, -0.034, 0.118], [0.259, 0.401, -0.609]]
}



{
  "formula": "C4H5NO",
  "method": "wB97M-V/def2-TZVPD",
  "de_lowest_ev": 4.235,
  "total_charge": 0,
  "gap_ev": 8.449,
  "smiles": "C[C@]1(C=O)C=N1",
  "mol_weight_g_mol": 83.1,
  "e_homo_ha": -0.2944,
  "e_lumo_ev": 0.439,
  "symbols": ["C", "C", "C", "O", "C", "N", "H", "H", "H", "H", "H"],
  "positions_angstrom": [[-0.1360, -0.3799, -1.4910], [0.1077, 0.1422, -0.1163], [1.0525, -0.1810, 0.8303], [0.8346, 0.1573, 2.0402], [-0.9159, 0.7469, 1.3182], [-0.8108, 1.3375, 0.2682], [-0.1999, 0.4360, -2.2202], [-1.0561, -0.9723, -1.5654], [0.6984, -1.0333, -1.7701], [1.9701, -0.7127, 0.5574], [-1.5447, 0.4593, 2.1486]],
  "forces_ev_per_angstrom": [[-0.002, -0.017, -0.051], [0.394, -0.307, -0.180], [-0.076, -0.063, -0.179], [0.017, 0.047, -0.031], [-0.257, 0.425, -0.499], [-0.086, -0.285, 0.801], [0.016, -0.113, 0.116], [0.130, 0.108, 0.036], [-0.126, 0.086, 0.065], [-0.123, 0.099, 0.012], [0.113, 0.020, -0.089]]
}



{
  "formula": "C4H5NO",
  "method": "wB97M-V/def2-TZVPD",
  "de_lowest_ev": 1.644,
  "total_charge": 0,
  "gap_ev": 10.631,
  "smiles": "C#CCC(N)=O",
  "mol_weight_g_mol": 83.1,
  "e_homo_ha": -0.3627,
  "e_lumo_ev": 0.760,
  "symbols": ["C", "C", "C", "C", "N", "O", "H", "H", "H", "H", "H"],
  "positions_angstrom": [[-2.3140, 0.3033, -0.1521], [-1.2367, 0.2793, 0.3893], [0.1272, 0.7097, 0.6738], [1.2766, -0.2172, 0.2253], [0.9906, -1.0418, -0.8156], [2.3632, -0.1957, 0.7727], [-3.3265, 0.2210, -0.4560], [0.3436, 1.0397, 1.6935], [-0.0217, 1.6150, 0.0732], [1.7232, -1.6372, -1.1724], [0.0746, -1.0760, -1.2317]],
  "forces_ev_per_angstrom": [[0.099, -0.559, 0.687], [-0.637, -0.038, -0.290], [-0.085, 0.200, -0.069], [0.008, 0.141, -0.068], [0.031, 0.064, -0.009], [-0.486, 0.150, -0.157], [-0.106, -0.031, -0.169], [-0.274, -0.309, -0.092], [1.519, 0.232, -0.043], [-0.139, 0.109, 0.127], [0.071, 0.040, 0.084]]
}



- Which formula does entry 3 have?
  C4H5NO



Please write out number 3 again, unchanged.
{
  "formula": "C4H5NO",
  "method": "wB97M-V/def2-TZVPD",
  "de_lowest_ev": 1.644,
  "total_charge": 0,
  "gap_ev": 10.631,
  "smiles": "C#CCC(N)=O",
  "mol_weight_g_mol": 83.1,
  "e_homo_ha": -0.3627,
  "e_lumo_ev": 0.760,
  "symbols": ["C", "C", "C", "C", "N", "O", "H", "H", "H", "H", "H"],
  "positions_angstrom": [[-2.3140, 0.3033, -0.1521], [-1.2367, 0.2793, 0.3893], [0.1272, 0.7097, 0.6738], [1.2766, -0.2172, 0.2253], [0.9906, -1.0418, -0.8156], [2.3632, -0.1957, 0.7727], [-3.3265, 0.2210, -0.4560], [0.3436, 1.0397, 1.6935], [-0.0217, 1.6150, 0.0732], [1.7232, -1.6372, -1.1724], [0.0746, -1.0760, -1.2317]],
  "forces_ev_per_angstrom": [[0.099, -0.559, 0.687], [-0.637, -0.038, -0.290], [-0.085, 0.200, -0.069], [0.008, 0.141, -0.068], [0.031, 0.064, -0.009], [-0.486, 0.150, -0.157], [-0.106, -0.031, -0.169], [-0.274, -0.309, -0.092], [1.519, 0.232, -0.043], [-0.139, 0.109, 0.127], [0.071, 0.040, 0.084]]
}